# 1
{
  "formula": "C9H14N2S",
  "method": "ωB97M-V/def2-TZVPD",
  "homo_ev": -9.176,
  "multiplicity": 1,
  "gap_ev": 8.89,
  "elements": ["C", "C", "C", "C", "C", "C", "C", "C", "C", "N", "N", "S", "H", "H", "H", "H", "H", "H", "H", "H", "H", "H", "H", "H", "H", "H"],
  "positions_angstrom": [[3.484, -1.270, -1.078], [4.118, -0.139, -1.557], [2.800, -1.248, 0.112], [4.425, 0.892, -0.538], [3.038, -0.289, 1.084], [3.828, 0.737, 0.691], [-4.154, -1.351, 0.126], [-5.976, 0.511, 0.246], [-5.163, -0.759, 0.767], [0.536, 1.927, 1.229], [0.833, 0.986, -1.104], [-0.070, 0.993, 0.163], [3.294, -2.017, -1.861], [4.462, -0.309, -2.570], [2.120, -2.115, 0.264], [4.990, 1.800, -0.820], [2.520, -0.307, 2.016], [-3.974, -1.206, -0.910], [4.061, 1.474, 1.464], [-3.459, -2.173, 0.547], [-5.815, 1.286, 1.114], [-7.083, 0.269, 0.061], [-5.537, 0.740, -0.716], [-5.171, -0.940, 1.836], [1.494, 2.190, 1.195], [0.399, 0.321, -1.762]]
}


# 2
{
  "formula": "C9H14N2S",
  "method": "ωB97M-V/def2-TZVPD",
  "homo_ev": [-4.506, -8.271],
  "multiplicity": 3,
  "gap_ev": [4.81, 6.05],
  "s2": 2.025,
  "elements": ["C", "C", "C", "C", "C", "C", "C", "C", "C", "N", "N", "S", "H", "H", "H", "H", "H", "H", "H", "H", "H", "H", "H", "H", "H", "H"],
  "positions_angstrom": [[2.805, 1.849, -0.009], [1.760, 2.735, 0.225], [1.438, 0.023, 0.242], [0.353, 0.977, 0.480], [-1.346, -0.355, 2.216], [-2.461, 0.193, -0.454], [-2.535, 1.088, -1.580], [2.399, -2.186, -0.140], [1.091, -1.446, 0.091], [2.634, 0.503, -0.004], [0.525, 2.242, 0.474], [-1.454, 0.643, 0.799], [3.696, 2.351, -0.204], [2.005, 3.724, 0.206], [-2.213, -0.146, 2.941], [-0.400, -0.248, 2.746], [-2.938, -0.833, -0.379], [-2.098, 1.999, -1.394], [-3.543, 1.258, -1.750], [-2.111, 0.770, -2.461], [2.572, -2.061, -1.131], [2.298, -3.197, 0.349], [3.083, -1.690, 0.503], [0.526, -1.666, 1.002], [0.499, -1.385, -0.726], [-1.637, 2.008, 0.637]]
}


# 3
{
  "formula": "C9H14N3",
  "method": "ωB97M-V/def2-TZVPD",
  "homo_ev": [-14.213, -14.213],
  "multiplicity": 1,
  "gap_ev": [8.15, 8.15],
  "charge": 1,
  "elements": ["C", "C", "C", "C", "C", "C", "C", "C", "C", "N", "N", "N", "H", "H", "H", "H", "H", "H", "H", "H", "H", "H", "H", "H", "H", "H"],
  "positions_angstrom": [[3.953, 0.603, -0.417], [4.554, -0.354, 0.336], [-2.598, 0.426, -0.176], [-1.598, 1.678, 0.083], [-2.118, -0.934, 0.624], [-0.089, 1.447, -0.183], [-0.586, -1.038, 0.233], [-0.058, 0.234, 0.626], [-0.326, -1.520, -1.130], [3.406, -0.764, 0.860], [2.670, 0.905, -0.446], [2.335, 0.004, 0.336], [5.571, -0.517, 0.585], [-3.549, 0.680, 0.313], [-2.690, 0.205, -1.303], [-1.907, 2.453, -0.613], [-1.744, 2.054, 1.165], [-2.063, -0.702, 1.767], [-2.815, -1.797, 0.461], [0.209, 1.096, -1.236], [0.560, 2.220, 0.099], [-0.379, -1.869, 1.051], [0.041, 0.495, 1.743], [-0.919, -2.387, -1.403], [0.698, -1.831, -1.305], [-0.560, -0.790, -2.069]]
}


# 4
{
  "formula": "C9H14N3O2",
  "method": "ωB97M-V/def2-TZVPD",
  "homo_ev": -12.111,
  "multiplicity": 1,
  "gap_ev": 9.29,
  "charge": 1,
  "elements": ["C", "C", "C", "C", "C", "C", "C", "C", "C", "N", "N", "N", "O", "O", "H", "H", "H", "H", "H", "H", "H", "H", "H", "H", "H", "H", "H", "H"],
  "positions_angstrom": [[-3.266, 0.690, -0.016], [-2.770, -0.093, -0.938], [-2.392, 1.422, 0.925], [-1.306, -0.481, -0.936], [-1.082, 1.298, 0.771], [-0.046, -2.023, 0.351], [1.411, 0.614, -1.778], [2.853, 1.295, 0.667], [0.854, 0.539, -0.400], [-0.504, 0.557, -0.312], [0.020, -3.007, 1.214], [1.001, -1.325, 0.121], [-1.226, -1.681, -0.112], [1.449, 1.067, 0.656], [-4.317, 0.776, -0.111], [-3.221, -0.707, -1.848], [-2.882, 1.942, 1.742], [-0.777, -0.850, -1.818], [-0.290, 1.598, 1.450], [1.918, -0.283, -1.972], [2.045, 1.488, -1.564], [0.650, 0.923, -2.423], [3.353, 0.682, -0.017], [3.291, 1.088, 1.601], [3.058, 2.325, 0.612], [0.967, -3.245, 1.544], [-0.662, -3.177, 1.960], [1.872, -1.429, 0.629]]
}


# 5
{
  "formula": "C9H14N3OS",
  "method": "ωB97M-V/def2-TZVPD",
  "homo_ev": -11.799,
  "multiplicity": 1,
  "gap_ev": 7.71,
  "charge": 1,
  "elements": ["C", "C", "C", "C", "C", "C", "C", "C", "C", "N", "N", "N", "O", "S", "H", "H", "H", "H", "H", "H", "H", "H", "H", "H", "H", "H", "H", "H"],
  "positions_angstrom": [[-2.877, -0.160, 0.184], [-2.024, 0.814, 0.492], [-3.843, -0.948, 0.466], [3.249, -0.421, 0.448], [-1.069, 1.349, -0.527], [0.972, -0.674, -0.296], [-1.969, 1.466, 1.836], [-1.404, 1.053, -1.977], [-0.054, -1.608, -0.802], [2.987, 0.806, 0.624], [2.177, -1.186, -0.031], [4.400, -1.091, 0.646], [-4.670, -1.765, 0.459], [0.726, 0.974, -0.046], [-1.004, 2.435, -0.391], [-0.945, 1.497, 2.210], [-2.600, 0.944, 2.551], [-2.322, 2.495, 1.756], [-0.536, 1.199, -2.615], [-2.176, 1.745, -2.305], [-1.795, 0.050, -2.109], [0.211, -2.642, -0.585], [-0.140, -1.507, -1.886], [-1.034, -1.392, -0.376], [3.714, 1.415, 0.966], [2.326, -2.178, -0.180], [5.200, -0.591, 0.994], [4.501, -2.079, 0.494]]
}


# 6
{
  "formula": "C9H14N4O",
  "method": "ωB97M-V/def2-TZVPD",
  "homo_ev": -7.722,
  "multiplicity": 1,
  "gap_ev": 8.34,
  "elements": ["C", "C", "C", "C", "C", "C", "C", "C", "C", "N", "N", "N", "N", "O", "H", "H", "H", "H", "H", "H", "H", "H", "H", "H", "H", "H", "H", "H"],
  "positions_angstrom": [[-2.652, 1.198, -1.251], [-1.327, -0.640, -0.818], [-2.137, -0.344, 0.302], [-0.277, 1.544, 1.334], [1.208, 0.619, 0.201], [-2.462, -1.098, 1.625], [3.609, -0.339, 0.199], [1.909, -1.630, -1.045], [2.233, -0.172, -0.544], [-1.702, 0.384, -1.719], [0.639, 0.628, 1.495], [-2.922, 0.696, 0.047], [0.713, 1.530, -0.551], [-0.281, 2.130, 0.125], [-2.793, 2.193, -1.597], [-0.984, 1.736, 2.242], [-3.574, -0.902, 1.667], [-2.354, -2.142, 1.478], [-1.994, -0.636, 2.480], [4.333, 0.448, 0.014], [4.153, -1.254, -0.025], [3.535, -0.302, 1.274], [2.677, -1.942, -1.722], [0.821, -1.661, -1.548], [1.959, -2.356, -0.236], [2.489, 0.466, -1.373], [-3.557, 1.231, 0.594], [-1.262, 0.614, -2.651]]
}


The ΔE to the lowest compared entry with this formula, charge and spin results, record by record, are as follows: 103.7 72.5 210.2 40.9 0.0 100.9 kcal/mol.
The total energy results, record by record, are as follows: -23371.56262 -23365.47653 -14014.86679 -18116.32873 -26904.81136 -17563.26870 eV.